--- P ---
Entry from the Open Molecules 2025 dataset: a 2-piece molecular cluster, C5H11P overall (ωB97M-V/def2-TZVPD).

For the highest occupied orbital energy, the calculation gives -8.95 eV. The LUMO energy comes out at 1.015 eV. The calculation puts the HOMO-LUMO gap at 9.962 eV. The molar mass is 102.12 g mol⁻¹.

CARTESIAN COORDINATES (ANGSTROEM)
C -2.86263 -0.85323 -1.70612
C -2.87444 -0.44880 -0.57677
C -3.06645 -0.29178 0.82963
C 0.84850 1.17381 0.14658
C 3.40309 -0.28807 0.14677
P 1.69145 -0.48078 0.62919
H -2.72407 -1.19234 -2.69521
H 1.23489 -0.93430 -0.60427
H -3.50196 -1.21288 1.12829
H -3.67960 0.59781 1.18977
H -2.02536 -0.16372 1.31012
H 1.38483 1.67579 -0.61670
H -0.11147 0.97571 -0.28305
H 0.81543 1.89731 1.06150
H 3.89308 0.42370 0.85991
H 4.07234 -1.19814 -0.00793
H 3.50238 0.31992 -0.81170

Atomic partial charges in e from the Mulliken method, atoms 1 to 8:
1. C 0.03
2. C -0.31
3. C -0.87
4. C -0.94
5. C -0.83
6. P 0.06
7. H 0.43
8. H 0.00

--- Q ---
Entry from the Open Molecules 2025 dataset: C5H11P as an isolated structure (ωB97M-V/def2-TZVPD).

For the highest occupied orbital energy, the calculation gives -8.69 eV. The LUMO energy comes out at 1.137 eV. The calculation puts the HOMO-LUMO gap at 9.823 eV. The molar mass is 102.12 g mol⁻¹.

CARTESIAN COORDINATES (ANGSTROEM)
C -0.76591 0.12775 -0.43227
C -1.76217 0.96740 -0.29672
C -1.99969 1.90822 0.85014
C 2.05739 0.11717 -0.73979
C 0.91990 -1.91991 0.60215
P 0.76773 -0.11484 0.60238
H -0.96780 -0.64093 -1.61499
H -2.52284 1.10694 -1.00730
H -1.97202 2.81366 0.24392
H -1.12645 1.92509 1.46826
H -2.89156 1.66186 1.33265
H 3.05616 0.09968 -0.48642
H 1.83405 -0.47851 -1.56102
H 1.79376 1.12575 -1.13993
H 0.43354 -2.69406 -0.05770
H 1.97637 -2.08151 0.57625
H 0.77402 -2.38863 1.67451

Atomic partial charges in e from the Mulliken method, atoms 1 to 8:
1. C -0.43
2. C 0.12
3. C -1.13
4. C -1.28
5. C -1.03
6. P 0.08
7. H 0.11
8. H 0.41

--- R ---
Entry from the Open Molecules 2025 dataset: a 3-piece molecular cluster, C5H11P overall (ωB97M-V/def2-TZVPD).

For the highest occupied orbital energy, the calculation gives -9.08 eV. The LUMO energy comes out at -0.212 eV. The calculation puts the HOMO-LUMO gap at 8.869 eV. The molar mass is 102.12 g mol⁻¹.

CARTESIAN COORDINATES (ANGSTROEM)
C -3.27198 0.41116 -0.50036
C 0.75908 0.90378 -0.94927
C 1.64864 -1.23273 0.00205
C 1.36583 0.73548 1.53417
C 1.41299 0.32714 0.28160
P -2.51350 -0.27933 0.86049
H -3.70970 1.31803 -0.12320
H -3.16467 0.04915 -1.52797
H -0.01549 0.13123 -1.13488
H 0.59462 1.90970 -1.13345
H 1.45226 0.72067 -1.77813
H 0.64187 -1.65815 0.46404
H 1.79116 -1.43838 -1.11059
H 2.43206 -1.68180 0.52922
H 1.96535 0.25581 2.35832
H 0.84940 1.56900 1.92851
H -2.23793 -2.04077 0.29944

Atomic partial charges in e from the Mulliken method, atoms 1 to 8:
1. C -0.48
2. C -1.16
3. C -1.03
4. C -0.84
5. C 0.62
6. P -0.05
7. H 0.28
8. H 0.28

Here is how they stack up, most stable first: Q, P, R.